Entry 1:
Entry from the OMol25 dataset: a 2-piece molecular cluster, CH5NO2S overall (ωB97M-V/def2-TZVPD).

Element x y z (Å)
C -0.069 -0.985 0.336
N 1.890 0.823 0.045
O -1.862 1.053 -0.819
O 2.620 -0.025 -0.538
S 0.307 0.786 0.447
H -0.831 -0.838 -0.547
H -0.634 -1.286 1.225
H 0.904 -1.411 0.144
H 2.300 1.806 0.059
H -2.042 1.764 -0.296

Summary:
- Frontier orbital gap (spin up / spin down): 0.2460 / 0.3467 Eh
- Electronic energy: -644.317220 Ha
- ΔE to the lowest compared entry with this formula, charge and spin: 6.179 eV
- Total charge: 0
- LUMO (spin up / spin down): -1.51 / -0.33 eV

---

Entry 2:
Entry from the OMol25 dataset: the molecule C9H8N2O3S (ωB97M-V/def2-TZVPD).

Element x y z (Å)
C -0.357 -0.456 -3.106
C 0.684 0.463 -3.148
C -1.049 -0.639 -1.930
C 1.022 1.181 -2.043
C -0.629 -0.026 -0.759
C 0.420 0.888 -0.805
C -1.435 -0.124 0.455
C -0.907 -0.044 1.655
C -1.331 -0.125 3.088
N 1.445 0.306 1.581
N -0.316 -0.572 3.872
O -2.446 0.271 3.354
O 2.029 2.454 0.377
O 1.940 0.626 2.809
S 0.868 1.725 0.748
H -0.812 -0.927 -4.069
H 1.140 0.564 -4.048
H -1.830 -1.271 -1.985
H 1.730 1.918 -1.995
H -2.565 -0.274 0.483
H 0.483 -1.050 3.604
H -0.598 -0.527 4.879
H 1.431 1.305 3.265

Summary:
- Frontier orbital gap (spin up / spin down): 0.3010 / 0.3112 Eh
- Electronic energy: -1080.952436 Ha
- ΔE to the lowest compared entry with this formula, charge and spin: 5.506 eV
- Total charge: 0
- LUMO (spin up / spin down): -0.57 / -0.65 eV

---

Entry 3:
Entry from the OMol25 dataset: the molecule C23H27ClN4O (ωB97M-V/def2-TZVPD).

Element x y z (Å)
C -3.774 -0.176 -2.915
C -2.885 -1.161 -2.965
C -3.272 -2.609 -2.961
C -1.422 -0.839 -3.154
N -0.557 -0.905 -1.971
C -0.921 -1.223 -0.716
O -1.978 -1.739 -0.393
C 0.084 -0.917 0.417
C 1.589 -0.962 0.173
C 2.349 -1.716 1.021
C 3.770 -1.699 0.998
C 4.418 -0.900 0.124
N 3.681 -0.142 -0.747
C 4.095 0.711 -1.746
C 2.949 1.156 -2.340
N 1.847 0.620 -1.750
C 2.294 -0.159 -0.777
N -0.331 0.289 1.150
C 0.102 0.319 2.539
C -0.556 -0.747 3.417
C -2.072 -0.744 3.258
C -0.141 -0.508 4.866
C -0.243 1.516 0.441
C 0.764 2.444 0.690
C 0.849 3.614 -0.049
C -0.078 3.850 -1.048
Cl 0.040 5.303 -2.002
C -1.110 2.958 -1.288
C -1.199 1.803 -0.531
H -3.469 0.863 -2.961
H -4.834 -0.377 -2.816
H -2.753 -3.139 -2.164
H -4.345 -2.728 -2.815
H -3.000 -3.073 -3.913
H -1.010 -1.513 -3.911
H -1.334 0.176 -3.546
H 0.274 -0.320 -2.054
H -0.118 -1.744 1.095
H 1.851 -2.337 1.757
H 4.338 -2.307 1.686
H 5.492 -0.812 0.050
H 5.136 0.902 -1.935
H 2.863 1.840 -3.168
H 1.197 0.242 2.644
H -0.187 1.297 2.933
H -0.182 -1.736 3.129
H -2.475 0.239 3.518
H -2.362 -0.967 2.232
H -2.530 -1.481 3.920
H -0.514 0.458 5.216
H -0.549 -1.279 5.521
H 0.946 -0.509 4.979
H 1.507 2.244 1.452
H 1.638 4.330 0.136
H -1.848 3.181 -2.047
H -2.022 1.115 -0.681

Summary:
- Frontier orbital gap: 0.3102 Eh
- Electronic energy: -1647.097065 Ha
- SMILES string: C=C(C)CNC(=O)[C@@H](c1cccn2ccnc12)N(CC(C)C)c1ccc(Cl)cc1
- ΔE to the lowest compared entry with this formula, charge and spin: 0.833 eV
- Total charge: 0
- LUMO: 0.37 eV

---

Entry 4:
Entry from the OMol25 dataset: a 4-piece molecular cluster, C4H16O3 overall (ωB97M-V/def2-TZVPD).

Element x y z (Å)
C 1.989 -0.004 0.267
C 0.523 0.109 0.125
C 0.041 -0.901 -1.051
C -0.371 -0.064 1.397
H 2.337 0.833 1.053
H 2.176 -1.065 0.618
H 2.455 0.147 -0.691
H 0.147 1.120 -0.198
H -0.974 -0.612 -1.289
H -0.181 -1.900 -0.962
H 0.633 -0.744 -1.961
H -0.323 0.911 2.037
H -1.311 -0.268 1.070
H -0.135 -0.860 2.057
H 1.536 0.642 3.705
H 2.315 1.417 4.480
O 1.916 0.453 4.625
H -3.946 1.145 -0.510
H -4.254 0.375 0.816
O -3.531 0.571 0.187
H 0.601 -0.942 -5.691
H 0.189 0.184 -4.687
O -0.178 -0.427 -5.347

Summary:
- Frontier orbital gap: 0.4201 Eh
- Electronic energy: -387.640486 Ha
- SMILES string: CC(C)C.O.O.O
- ΔE to the lowest compared entry with this formula, charge and spin: 2.239 eV
- Total charge: 0
- LUMO: 0.59 eV